[1]
ORCA calculation (the ωB97M-V functional and the def2-TZVPD basis) on a 10-piece molecular cluster, C39H70O14S overall at a distorted geometry.

Each line ends with the Mulliken charge.
Positions of all 124 atoms, in Å:
C  -1.14114  2.38728  1.18086  -0.92
C  -0.37759  2.05574  2.62960  0.25
C  1.14385  1.46623  2.41377  -0.30
C  2.08473  1.70861  3.75209  0.17
C  1.90097  0.66440  5.01854  -0.44
O  2.58577  1.26964  6.17306  -0.40
S  1.93383  2.87469  6.12436  1.08
O  0.50762  2.92268  6.74681  -0.55
O  2.77420  3.87465  7.00697  -0.54
O  2.07755  3.02196  4.41496  -0.36
O  -1.21819  1.27189  3.54751  -0.35
C  -1.43387  -0.10503  3.07571  -0.11
C  -2.66101  -0.72190  4.02810  0.08
C  -2.44826  -1.84471  5.20559  -0.24
C  -3.76956  -2.34510  6.09992  -0.41
C  -5.29133  -1.72644  5.80438  -0.32
C  -5.53236  -0.60470  4.60346  -0.39
C  -4.19812  -0.13961  3.73188  -0.29
H  -0.96643  1.49511  0.43880  0.01
H  -2.30323  2.39838  1.45366  0.23
H  -0.87304  3.44270  0.75172  0.46
H  -0.24007  3.12500  3.14132  0.23
H  1.63943  2.13118  1.55653  0.38
H  1.19159  0.36215  2.02872  0.04
H  3.22614  1.56880  3.45204  0.26
H  0.77925  0.60552  5.40716  0.31
H  2.19677  -0.46059  4.75975  0.31
H  -1.81954  -0.19968  1.97475  0.34
H  -0.51980  -0.82464  3.20729  0.22
H  -1.36986  -2.28791  5.40009  0.23
H  -3.65143  -3.16707  6.95348  0.26
H  -6.21888  -2.11232  6.42902  0.26
H  -6.58274  -0.15101  4.31749  0.28
H  -4.39683  0.64144  2.87362  0.23
C  1.94812  -1.89161  -1.69785  -1.17
C  2.14847  -0.67842  -0.82951  0.75
C  3.46916  -0.54345  -0.11993  -0.82
O  1.26681  0.17014  -0.70471  -0.51
H  0.94962  -1.85588  -2.14650  0.33
H  2.69135  -1.90193  -2.49901  0.35
H  2.02765  -2.79851  -1.09311  0.28
H  4.28022  -0.49375  -0.85073  0.48
H  3.61641  -1.39025  0.55512  0.18
H  3.47153  0.37942  0.46974  0.20
C  6.06361  -3.59220  0.33011  -0.98
C  4.64744  -4.09875  0.26803  0.78
C  4.44604  -5.58875  0.19530  -1.22
O  3.69149  -3.32477  0.27655  -0.53
H  6.05584  -2.49808  0.37924  0.20
H  6.55766  -3.97896  1.22492  0.33
H  6.60727  -3.89822  -0.56727  0.37
H  4.86805  -6.06455  1.08406  0.34
H  4.91759  -5.98369  -0.70809  0.32
H  3.37385  -5.80841  0.15572  0.33
C  10.11301  -2.77028  3.66591  -1.13
C  9.57450  -3.12209  2.30495  0.75
C  10.54788  -3.66331  1.29224  -0.92
O  8.38467  -2.97314  2.03099  -0.52
H  9.29783  -2.39228  4.29215  0.30
H  10.53456  -3.66012  4.14010  0.32
H  10.87393  -1.99111  3.57429  0.34
H  10.98887  -4.59292  1.66063  0.29
H  11.32811  -2.92391  1.09485  0.37
H  10.01883  -3.87294  0.35652  0.17
C  -2.29861  3.55709  -3.67799  -1.10
C  -1.51100  3.23433  -2.43642  0.81
C  -0.38100  2.24859  -2.56824  -0.63
O  -1.78040  3.75620  -1.35567  -0.53
H  -3.08176  4.28239  -3.43262  0.29
H  -1.64018  3.99510  -4.43229  0.36
H  -2.77039  2.65030  -4.06482  0.18
H  0.36289  2.62822  -3.27314  0.42
H  -0.76737  1.28352  -2.90559  0.28
H  0.09770  2.11286  -1.59262  -0.08
C  -5.91399  0.69777  -2.89406  -1.01
C  -5.47400  0.39957  -4.30241  0.85
C  -5.88903  -0.92087  -4.89413  -0.86
O  -4.80124  1.20414  -4.94508  -0.57
H  -5.54214  1.68481  -2.59899  0.28
H  -7.00547  0.70454  -2.83935  0.28
H  -5.50319  -0.04950  -2.21044  0.32
H  -6.97940  -0.98632  -4.92852  0.13
H  -5.47709  -1.74023  -4.29965  0.33
H  -5.50076  -0.99894  -5.91519  0.28
C  12.14914  -7.93973  -1.39825  -1.12
C  11.02845  -7.23366  -0.68306  0.81
C  9.68432  -7.20211  -1.36001  -0.97
O  11.20432  -6.70296  0.41256  -0.54
H  13.05949  -7.88262  -0.79196  0.30
H  11.89193  -8.99176  -1.54472  0.34
H  12.33860  -7.45667  -2.36016  0.33
H  9.31724  -8.22124  -1.50486  0.36
H  9.76397  -6.68615  -2.32016  0.32
H  8.97273  -6.65961  -0.72854  0.18
C  -10.76504  0.92105  -5.79839  -0.95
C  -10.25571  -0.48894  -5.66244  0.83
C  -10.81178  -1.52157  -6.60606  -1.11
O  -9.41718  -0.78583  -4.81293  -0.61
H  -10.27603  1.55703  -5.05276  0.25
H  -10.53113  1.30622  -6.79403  0.31
H  -11.84385  0.94468  -5.62485  0.31
H  -10.58004  -1.24527  -7.63771  0.31
H  -11.89264  -1.60678  -6.46845  0.33
H  -10.35351  -2.49292  -6.39188  0.31
C  5.30014  7.95951  7.31422  -1.04
C  5.86399  7.05335  6.25265  0.76
C  5.32447  5.64992  6.18013  -0.85
O  6.73221  7.44479  5.47423  -0.58
H  5.78259  8.94052  7.24769  0.30
H  4.22557  8.08715  7.16138  0.30
H  5.49662  7.53945  8.30390  0.31
H  4.25097  5.67459  5.97681  0.23
H  5.52209  5.12699  7.11925  0.30
H  5.82295  5.11117  5.36732  0.29
C  -13.65867  3.92736  -8.75699  -1.06
C  -12.76707  4.05084  -7.55043  0.75
C  -12.71010  5.38922  -6.86382  -1.06
O  -12.11038  3.09468  -7.14121  -0.49
H  -13.59980  2.90626  -9.14876  0.27
H  -14.69430  4.13517  -8.47653  0.33
H  -13.32869  4.62018  -9.53520  0.32
H  -13.70345  5.66226  -6.49903  0.33
H  -12.33782  6.14713  -7.55768  0.33
H  -12.02703  5.33007  -6.00982  0.27

## Properties
Multiplicity = 1
E_tot = -2979.0343 a.u.
HOMO level = -0.3012 hartree
Net charge = 0
Largest force on an atom = 6.6 eV Å⁻¹
SMILES = C[C@H](C[C@@H]1COS(=O)(=O)O1)OCc1ccccc1.CC(C)=O.CC(C)=O.CC(C)=O.CC(C)=O.CC(C)=O.CC(C)=O.CC(C)=O.CC(C)=O.CC(C)=O
Kohn-Sham gap = 0.311 Eh



[2]
ORCA calculation (the ωB97M-V functional and the def2-TZVPD basis) on a 4-piece molecular cluster, C39H71BrNO15S2 overall at a distorted geometry.

Each line ends with the Mulliken charge.
Positions of all 129 atoms, in Å:
C  7.93123  -1.21215  2.40727  -0.35
C  7.20092  -2.25938  1.74205  -0.41
C  5.65910  -2.59427  2.00495  0.65
O  5.14984  -2.13284  3.06073  -0.53
O  4.89670  -3.42085  1.09867  -0.35
C  4.18560  -2.58709  0.14636  -0.49
C  2.96448  -3.37194  -0.60017  -0.45
C  1.71791  -2.38086  -0.53247  -0.79
C  0.35370  -2.98049  -1.19647  -0.41
C  -0.73515  -1.78635  -0.96246  -0.96
C  -2.24814  -2.17336  -1.17736  -1.05
N  -3.27371  -1.65410  -0.16775  0.37
S  -2.63152  -2.27100  1.38585  -0.01
C  -2.28514  -4.05512  1.36085  -0.04
C  -3.51713  -5.07982  1.49355  0.34
O  -3.16615  -6.29405  1.59825  -0.58
O  -4.87549  -4.75615  1.44311  0.11
C  -5.76143  -5.89734  1.49230  -0.97
C  -7.21910  -5.28275  1.88541  1.15
C  -7.07658  -4.90501  3.47182  -0.96
O  -8.28573  -6.26346  1.77415  -0.45
C  -9.53324  -5.54869  1.97049  0.68
O  -10.03077  -4.89613  1.01098  -0.51
C  -10.37668  -5.56587  3.32853  -0.69
S  -10.28724  -3.93826  4.28005  -0.18
C  -3.36861  -0.13458  -0.16895  0.52
O  -2.22063  0.49655  0.42049  -0.29
C  -2.17346  1.92257  0.26647  -0.18
C  -3.32457  2.73822  1.07809  -0.54
O  -4.23224  3.40248  0.17000  -0.40
C  -5.62466  3.09648  0.43310  0.16
C  -6.28684  4.42423  1.08984  -0.96
C  -3.80141  0.39058  -1.61222  -0.84
O  -4.73238  -0.34747  -2.38750  -0.34
C  -5.10261  -1.66337  -1.99640  -0.96
C  -4.65794  -2.11799  -0.48595  0.42
C  -5.90451  -1.84951  0.42167  -0.73
Br  -5.77492  -1.73315  2.40190  -0.14
C  -6.84490  -0.55720  0.04786  0.31
C  -8.23563  -1.01142  -0.68408  -1.27
H  8.24026  -1.26817  3.51814  0.25
H  8.28277  -0.27853  1.83545  0.16
H  7.76694  -2.92836  1.00739  0.36
H  4.86738  -2.04677  -0.60640  0.28
H  3.69993  -1.73807  0.76860  0.34
H  3.35226  -3.60003  -1.64971  0.31
H  2.76600  -4.29140  0.04323  0.27
H  1.46055  -2.24130  0.58675  0.38
H  1.88923  -1.33997  -0.96632  0.28
H  0.04251  -3.97691  -0.74739  0.23
H  0.56609  -3.14513  -2.30603  0.32
H  -0.41934  -1.27613  0.00060  0.34
H  -0.44016  -1.02122  -1.78402  0.43
H  -2.48055  -1.85324  -2.26382  0.67
H  -2.31216  -3.32711  -1.26275  0.82
H  -1.60562  -4.28987  2.26807  0.58
H  -1.68618  -4.45919  0.45859  -0.13
H  -5.54478  -6.66504  2.30207  0.33
H  -5.79998  -6.34130  0.42991  0.35
H  -7.49226  -4.36253  1.27176  -0.16
H  -7.40864  -3.83359  3.65592  -0.08
H  -5.97305  -5.03082  3.78662  0.21
H  -7.67970  -5.69276  4.04156  0.44
H  -10.04021  -6.38588  4.04339  0.36
H  -11.49757  -5.69472  3.10088  0.36
H  -9.10801  -3.94213  5.04058  0.15
H  -4.21710  0.22274  0.54059  -0.03
H  -2.05670  2.30280  -0.81678  0.16
H  -1.19208  2.26056  0.77539  0.30
H  -3.81487  2.04886  1.84396  0.29
H  -2.80731  3.57268  1.69037  0.39
H  -5.80729  2.15184  1.04636  0.00
H  -6.11058  2.90366  -0.59935  0.24
H  -5.40522  5.03611  1.50816  0.27
H  -7.00397  4.11955  1.92060  0.30
H  -6.78186  4.98992  0.22790  0.26
H  -4.20254  1.46975  -1.49212  0.31
H  -2.82541  0.51646  -2.22834  0.39
H  -6.20124  -1.94893  -2.21231  0.35
H  -4.51865  -2.39153  -2.68885  0.36
H  -4.56214  -3.26912  -0.59382  0.33
H  -6.62909  -2.73855  0.25026  0.22
H  -6.29401  0.26799  -0.50274  -0.38
H  -7.23990  -0.04114  1.00572  0.55
H  -9.13867  -0.89617  0.01721  0.29
H  -8.22072  -2.09828  -1.02884  0.35
H  -8.38693  -0.35781  -1.60646  0.33
O  8.81384  1.52329  -0.06717  -0.53
C  9.93172  1.83475  0.28547  0.79
O  10.94516  0.96392  0.15985  -0.34
C  12.32753  1.29328  0.37111  -0.40
C  12.69111  1.19908  1.83874  -0.97
C  10.18370  3.16112  0.94800  -1.08
H  12.56858  2.26754  -0.06108  0.36
H  12.90624  0.55568  -0.18982  0.31
H  12.12144  1.90811  2.44211  0.27
H  13.75511  1.39845  1.98481  0.36
H  12.46389  0.20189  2.22413  0.29
H  9.92693  3.08734  2.00616  0.27
H  9.54710  3.91050  0.47358  0.29
H  11.20588  3.51900  0.84472  0.37
O  5.99758  5.80172  -4.89601  -0.57
C  6.29763  4.79388  -4.29744  0.74
O  5.49104  4.31586  -3.33291  -0.33
C  5.65508  3.03861  -2.69362  -0.38
C  6.64162  3.12889  -1.54720  -0.69
C  7.61234  4.11126  -4.55725  -0.93
H  5.92216  2.26695  -3.41998  0.36
H  4.67303  2.76466  -2.29955  0.12
H  7.63533  3.41872  -1.89192  0.15
H  6.72210  2.17037  -1.03183  0.40
H  6.32205  3.88881  -0.82889  0.26
H  8.39648  4.61782  -3.99210  0.24
H  7.83298  4.18224  -5.62388  0.31
H  7.61483  3.05051  -4.31452  0.33
O  -0.04936  3.67010  -0.71776  -0.55
C  0.76201  4.50070  -1.07303  0.57
O  0.59084  5.79031  -0.75274  -0.39
C  1.57779  6.81461  -0.96125  -0.37
C  1.50553  7.36094  -2.37223  -0.97
C  1.91990  4.11081  -1.94796  -0.82
H  2.57612  6.45577  -0.69908  0.36
H  1.34211  7.61377  -0.25452  0.32
H  1.71681  6.58987  -3.11509  0.27
H  2.22164  8.17463  -2.50651  0.36
H  0.50147  7.73730  -2.58386  0.32
H  1.58672  4.06897  -2.98636  0.29
H  2.26778  3.12271  -1.63995  0.30
H  2.77780  4.77500  -1.86618  0.26

## Properties
Multiplicity = 1
E_tot = -6081.6534 a.u.
HOMO level = -0.3625 hartree
Net charge = +1
Largest force on an atom = 5.2 eV Å⁻¹
Kohn-Sham gap = 0.270 Eh